# 1
Molecular formula: C32H70I2N13O10PS
Method: DFT, the ωB97M-V functional and the def2-TZVPD basis

Max |F| (eV/Å): 8.82
Gap between HOMO and LUMO (eV): 7.2
LUMO energy (eV): -0.7
SMILES string: CCCCCCCCCCCC[C@@]1([PH2]=S)[C@](C)(O)NC(=O)[C@]1(CCCCOC(C)=O)/C(I)=C(/C)I.NC(N)=O.NC(N)=O.NC(N)=O.NC(N)=O.NC(N)=O.NC(N)=O
Spin multiplicity: 1

Cartesian coordinates (Å):
C: -7.7563 -1.0712 -0.7132
C: -6.5869 0.0733 -0.4499
C: -6.0578 -0.1383 1.0880
C: -5.2535 1.1830 1.7065
C: -4.8976 0.7853 3.2740
C: -4.2909 2.0237 4.1612
C: -2.6577 2.0525 4.0063
C: -1.8345 1.2491 5.1750
C: -0.7463 0.1321 4.5703
C: 0.7087 0.8613 4.3704
C: 1.3828 0.6094 2.8671
C: 2.5499 1.7416 2.6624
C: 2.6601 2.3718 1.1547
P: 0.9744 3.1387 0.5493
S: -0.2029 3.6221 2.0719
C: 3.5103 3.7778 1.4593
C: 4.7798 3.7224 2.4925
O: 2.7631 5.0301 1.6368
N: 4.1737 4.0256 0.0880
C: 4.6348 2.6433 -0.3177
O: 5.8771 2.5892 -0.7944
C: 3.4905 1.5092 -0.0154
C: 4.2338 0.2039 0.6315
C: 5.2137 -0.6332 -0.3742
C: 4.4544 -1.5286 -1.5186
C: 5.6487 -2.4624 -2.2261
O: 5.4907 -2.5594 -3.6980
C: 6.2761 -1.4890 -4.3801
C: 5.5518 -0.1815 -5.1304
O: 7.6296 -1.5107 -4.4838
C: 2.7283 1.4016 -1.4684
I: 3.2643 2.8226 -3.1054
C: 1.6452 0.4343 -1.8244
C: 0.9386 0.3929 -3.3401
I: 0.9073 -1.0350 -0.3844
H: -7.2736 -2.1299 -0.9035
H: -8.3940 -0.7821 -1.6536
H: -8.4852 -1.1889 0.2063
H: -7.0975 1.1268 -0.6197
H: -5.6906 -0.0607 -1.1910
H: -5.2815 -1.0280 1.0864
H: -6.9777 -0.3325 1.8082
H: -4.2647 1.3554 1.0702
H: -5.9346 2.1487 1.6886
H: -4.1946 -0.1578 3.2338
H: -5.9172 0.4691 3.7879
H: -4.5963 2.0216 5.2925
H: -4.7103 3.0362 3.6880
H: -2.3347 3.2017 4.0122
H: -2.2700 1.6417 2.9548
H: -1.2611 2.0804 5.8102
H: -2.6217 0.7683 5.8983
H: -1.1562 -0.4306 3.6294
H: -0.6226 -0.6762 5.4376
H: 1.5092 0.4844 5.1593
H: 0.5259 2.0255 4.5527
H: 0.4822 0.7292 2.1003
H: 1.7645 -0.5100 2.7643
H: 2.2584 2.6494 3.3809
H: 3.5420 1.3001 3.0976
H: 1.2211 4.2850 -0.3326
H: 0.1916 2.2082 -0.2420
H: 4.3247 3.8213 3.5900
H: 5.2995 2.6654 2.4343
H: 5.5636 4.5827 2.3725
H: 3.4313 5.7624 1.4212
H: 5.1169 4.4953 0.2353
H: 3.5126 -0.5675 1.1618
H: 4.9324 0.6196 1.5065
H: 6.0385 -0.0064 -0.9179
H: 5.8044 -1.4128 0.3115
H: 3.6605 -2.2917 -1.0892
H: 4.0240 -0.8820 -2.4252
H: 6.6493 -1.8342 -2.0571
H: 5.8057 -3.4893 -1.6892
H: 6.0407 0.8366 -4.8120
H: 4.4089 -0.1559 -4.8665
H: 5.6524 -0.2428 -6.3145
H: 0.1813 1.3120 -3.4173
H: 1.7215 0.3648 -4.2092
H: 0.2364 -0.5714 -3.3897
N: -2.7386 5.2743 7.8910
C: -2.6590 4.6342 6.7105
N: -2.6390 5.4436 5.6362
O: -2.6090 3.4176 6.6213
H: -2.7809 6.2751 7.9846
H: -2.7564 4.7019 8.7249
H: -2.5796 5.0020 4.7279
H: -2.6793 6.4475 5.6895
N: 0.4246 -4.5325 -4.6638
C: 0.1026 -3.7307 -3.6328
N: 0.7263 -4.0272 -2.4783
O: -0.6911 -2.8088 -3.7363
H: 1.0757 -5.2966 -4.5979
H: -0.0227 -4.3437 -5.5512
H: 0.5121 -3.4477 -1.6772
H: 1.3829 -4.7822 -2.3734
N: -2.9573 -1.1988 -6.9128
C: -3.2793 -0.3969 -5.8818
N: -2.6556 -0.6934 -4.7273
O: -4.0730 0.5250 -5.9853
H: -2.3062 -1.9629 -6.8469
H: -3.4047 -1.0099 -7.8002
H: -2.8698 -0.1139 -3.9262
H: -1.9990 -1.4484 -4.6224
N: -2.8812 -3.3657 7.7872
C: -2.9661 -2.1377 7.2444
N: -4.0572 -1.4401 7.6086
O: -2.1218 -1.6925 6.4832
H: -3.5664 -3.7496 8.4158
H: -2.0750 -3.9241 7.5389
H: -4.1596 -0.5106 7.2224
H: -4.7635 -1.7896 8.2341
N: -4.1963 -3.8522 -3.3125
C: -5.5079 -3.7889 -3.0203
N: -6.0210 -4.9210 -2.5058
O: -6.1781 -2.7856 -3.2070
H: -3.6279 -4.6692 -3.1660
H: -3.7707 -3.0212 -3.7020
H: -7.0053 -4.9157 -2.2718
H: -5.4852 -5.7571 -2.3448
N: 6.7159 -3.2408 -9.6849
C: 6.3939 -2.4389 -8.6539
N: 7.0176 -2.7354 -7.4994
O: 5.6002 -1.5170 -8.7574
H: 7.3670 -4.0048 -9.6190
H: 6.2685 -3.0519 -10.5723
H: 6.8034 -2.1559 -6.6983
H: 7.6742 -3.4904 -7.3945

Atom charges from the Mulliken analysis, given in e for atoms 1 to 2: C -0.77; C -0.18

=====

# 2
Molecular formula: C5H23N2O6
Method: DFT, the ωB97M-V functional and the def2-TZVPD basis

Charge: +1
Max |F| (eV/Å): 4.79
Gap between HOMO and LUMO (eV): 10.7
LUMO energy (eV): -2.6
Spin multiplicity: 1
ΔE to the lowest compared entry with this formula, charge and spin (kcal/mol): 89.4

Cartesian coordinates (Å):
O: -0.6755 1.6454 0.7069
C: -0.5895 0.8902 -0.2774
N: -1.4114 1.0076 -1.3693
C: -1.4824 0.2144 -2.5556
C: 0.1997 -0.3804 0.0107
N: 0.7715 -0.4576 1.5108
C: -0.2092 -2.9379 0.0719
C: -0.8046 -1.5159 -0.0150
H: -2.0026 1.8141 -1.3544
H: -0.9363 -0.6660 -2.4074
H: -2.5594 0.1113 -2.9681
H: -1.0413 0.7735 -3.3830
H: 1.1215 -0.4052 -0.6146
H: 0.3734 -1.2276 2.0376
H: 0.6268 0.3414 2.0286
H: 1.7940 -0.5982 1.3923
H: -1.0567 -3.4217 0.4549
H: 0.1685 -3.4588 -0.8924
H: 0.6540 -3.1018 0.7192
H: -1.6559 -1.3817 0.6811
H: -1.4216 -1.4274 -0.9897
H: 3.2849 1.0539 -1.0863
H: 4.0352 -0.2153 -1.5329
O: 3.9869 0.4628 -0.8869
H: 2.5963 2.2627 -2.7409
H: 2.5679 2.9555 -1.3531
O: 2.2946 2.2199 -1.8575
H: 3.6005 1.0765 2.5460
H: 3.4534 1.0416 0.9970
O: 3.0049 0.9403 1.7727
H: -3.5294 -0.7353 2.1239
H: -4.0699 -2.3780 1.7980
O: -3.2592 -1.6596 1.9271
H: -1.9420 2.5764 1.5210
H: -3.1115 1.8657 2.0135
O: -2.7753 2.7153 1.9711

Atom charges from the natural (NBO) analysis, given in e for atoms 1 to 2: O -0.67; C 0.68

=====

# 3
Molecular formula: C3H6O2
Method: DFT, the ωB97M-V functional and the def2-TZVPD basis

Max |F| (eV/Å): 1.34
Gap between HOMO and LUMO (eV): 10.9
LUMO energy (eV): 1.0
SMILES string: CO[C@H]1CO1
Spin multiplicity: 1
ΔE to the lowest compared entry with this formula, charge and spin (kcal/mol): 63.4

Cartesian coordinates (Å):
C: 1.3359 -1.1035 -0.4568
O: -0.0390 -0.7826 -0.2620
C: -0.3122 0.3764 0.4439
C: -1.5252 1.0794 0.1065
O: -1.3928 0.5819 1.4276
H: 1.8234 -0.4927 -1.2366
H: 1.9070 -0.9995 0.4724
H: 1.3675 -2.1450 -0.7895
H: 0.5740 0.8421 0.8638
H: -1.4795 2.1391 -0.1124
H: -2.2591 0.5045 -0.4571

Atom charges from the natural (NBO) analysis, given in e for atoms 1 to 2: C -0.25; O -0.52